Record 1
Below is C4H4LaO2 as an isolated structure in a non-equilibrium geometry, with properties calculated with the ωB97M-V functional and the def2-TZVPD basis.

```
! RIJCOSX wB97M-V def2-TZVPD def2/J DEFGRID3
* xyz 1 1
H 0.67120 2.68423 -1.89682
O -0.34351 3.48180 -3.39518
C -1.12449 3.26776 -2.45336
C -0.40504 2.69559 -1.31461
C -0.55052 3.03675 -0.02884
C 0.45965 2.61227 0.94849
O 0.46896 2.99668 2.10690
La 2.21418 1.85460 4.61626
H -2.13284 2.85004 -2.63872
H -1.29152 3.77258 0.29756
H 1.15740 1.81656 0.61555
*
```

Kohn-Sham gap (alpha / beta): 5.545 / 5.305 eV
Energy above the lowest of the compared OMol25 structures with the same formula, charge and spin: 94.7 kcal per mole



Record 2
Below is a 3-piece molecular cluster, C14H35N5O6P overall, with properties calculated with the ωB97M-V functional and the def2-TZVPD basis.

```
! RIJCOSX wB97M-V def2-TZVPD def2/J DEFGRID3
* xyz 1 1
N -6.59328 3.49206 -3.76978
P -6.32222 2.04127 -3.32685
C -4.57997 1.56474 -3.70766
N -4.17395 1.50844 -4.97328
C -2.86556 1.25853 -4.93177
N -2.03201 1.11386 -5.98236
N -2.46789 1.13581 -3.65214
N -3.55477 1.34445 -2.88202
H -6.87433 4.12082 -3.02581
H -6.45263 1.68790 -1.97228
H -6.96762 1.02190 -4.03140
H -2.27877 0.45829 -6.70772
H -1.20273 1.67626 -6.07654
H -1.54708 0.93263 -3.27986
H -3.55626 1.36027 -1.87062
C -1.27267 3.47660 -0.94849
O -0.07563 3.17024 -0.30229
C -0.06287 1.86852 0.26353
C 1.28497 1.21125 0.12241
O 1.59000 0.80767 -1.20280
C 1.98763 1.80657 -2.12696
C 3.36825 2.36925 -1.88857
O 3.36018 3.25295 -0.78844
C 4.59373 3.30553 -0.10068
H -2.11386 3.56790 -0.24812
H -1.15257 4.41801 -1.48097
H -1.50817 2.68592 -1.68036
H -0.81043 1.23307 -0.23548
H -0.32272 1.93311 1.32650
H 1.24683 0.28464 0.70076
H 2.07275 1.83603 0.54647
H 1.25654 2.61976 -2.18355
H 2.01107 1.29588 -3.09350
H 3.68183 2.90927 -2.79294
H 4.06863 1.54246 -1.72079
H 4.92216 2.30426 0.19911
H 4.44029 3.90878 0.79102
H 5.37556 3.76770 -0.71194
C -2.06717 -4.15704 3.82376
O -0.76526 -3.72740 4.14319
C 0.04040 -4.75054 4.70455
C 1.48913 -4.59105 4.31543
O 1.76466 -4.91087 2.96433
C 1.40913 -3.96537 1.97922
C 2.31083 -2.75479 1.92725
O 2.04342 -1.85906 2.99194
C 3.17966 -1.13964 3.41470
H -2.65481 -4.37852 4.72194
H -2.55211 -3.34761 3.28000
H -2.04845 -5.04906 3.18725
H -0.31308 -5.73509 4.37774
H -0.02750 -4.70588 5.79969
H 2.05597 -5.32028 4.89820
H 1.85472 -3.59516 4.57657
H 0.36183 -3.66227 2.06708
H 1.52981 -4.49257 1.02973
H 2.13515 -2.23372 0.97383
H 3.35503 -3.08695 1.95168
H 4.00656 -1.81316 3.66369
H 2.89918 -0.58357 4.30699
H 3.52041 -0.43297 2.64743
*
```

Kohn-Sham gap: 6.840 eV



Record 3
Below is C25H29F6N6O6Ru as an isolated structure in a non-equilibrium geometry, with properties calculated with the ωB97M-V functional and the def2-TZVPD basis.

```
! RIJCOSX wB97M-V def2-TZVPD def2/J DEFGRID3
* xyz 1 5
Ru -0.28653 -0.48157 0.98522
C -0.47646 -4.46763 2.71757
O -1.01488 -4.10901 3.99222
C -1.49412 -2.89757 4.27906
C -2.08159 -2.77732 5.53627
C -2.63524 -1.58590 5.96170
C -2.66972 -0.49216 5.10777
C -2.10489 -0.55750 3.84180
C -2.18687 0.60107 3.00816
N -1.60899 0.77953 1.86304
N -1.84839 1.93680 1.19880
C -1.19598 1.99733 0.06906
O -0.42429 1.03242 -0.33157
C -1.36267 3.18349 -0.78302
C -1.94879 4.34494 -0.28406
C -2.05727 5.46213 -1.09360
C -1.59496 5.42239 -2.40198
C -1.02242 4.26202 -2.90432
C -0.90266 3.14419 -2.09781
C -1.42281 -1.74944 3.42289
O -0.72422 -1.78915 2.34152
H 0.46232 -3.95370 2.52452
H -1.17775 -4.25067 1.91066
H -0.30553 -5.53817 2.78116
H -2.07916 -3.65663 6.16532
H -3.06014 -1.51178 6.95220
H -3.12345 0.43478 5.43272
H -2.79980 1.42614 3.35932
H -2.29132 4.36344 0.74043
H -2.48828 6.37468 -0.70506
H -1.66996 6.30013 -3.03013
H -0.64830 4.24225 -3.92039
H -0.43943 2.23771 -2.46491
N 1.28850 -1.30086 -0.41797
C 0.77970 -1.29854 -1.79479
C 1.66774 -2.17686 -2.69334
C 1.24317 -2.41299 -4.14785
C 1.12330 -1.15735 -5.01332
N -0.12981 -0.48639 -4.70823
C -0.62639 0.56328 -5.30741
N 0.03901 1.20154 -6.28277
N -1.81213 1.03702 -4.89743
C -0.72551 -1.70495 -1.71598
O -1.40891 -1.65170 -2.75973
O -1.14663 -2.01957 -0.57772
H 2.08255 -0.67695 -0.29400
H 1.53628 -2.23854 -0.11848
H 0.80313 -0.26313 -2.14173
H 1.75304 -3.16064 -2.22244
H 2.66825 -1.73369 -2.69797
H 0.29538 -2.95201 -4.18268
H 1.99815 -3.05556 -4.60189
H 1.13632 -1.45633 -6.06663
H 1.97330 -0.48768 -4.83678
H -0.71260 -0.96413 -3.95031
H 0.90643 0.82509 -6.62103
H -0.37569 1.96246 -6.78903
H -2.31989 0.53673 -4.18429
H -2.25736 1.81638 -5.34546
C 3.84515 1.41136 2.36481
C 2.63804 0.47631 2.50888
O 1.74912 0.60316 1.48233
C 1.96949 0.80593 3.87085
F 0.85258 0.06784 4.06491
F 2.74848 0.59178 4.94058
F 1.58119 2.08858 3.90653
C 3.17062 -0.98959 2.54459
F 2.15044 -1.89139 2.51726
F 3.93397 -1.30936 3.59020
F 3.89170 -1.23923 1.42945
H 3.48905 2.43864 2.37111
H 4.34087 1.21759 1.41693
H 4.54450 1.25649 3.18629
*
```

Kohn-Sham gap (alpha / beta): 7.567 / 5.508 eV
⟨S²⟩: 6.032
Energy above the lowest of the compared OMol25 structures with the same formula, charge and spin: 10.6 kcal per mole



Record 4
Below is C2HCdO2 as an isolated structure in a non-equilibrium geometry, with properties calculated with the ωB97M-V functional and the def2-TZVPD basis.

```
! RIJCOSX wB97M-V def2-TZVPD def2/J DEFGRID3
* xyz -1 1
C -0.65814 -0.88530 -0.14004
C -1.43325 0.05770 0.12730
H -2.36258 0.60054 0.13792
O 1.67545 1.53803 0.27996
Cd 2.18569 -0.15732 -0.13303
O 0.59282 -1.15365 -0.27210
*
```

Kohn-Sham gap (alpha / beta): 6.697 / 6.707 eV



Record 5
Below is C19H28ClIN5OS6SbV as an isolated structure, with properties calculated with the ωB97M-V functional and the def2-TZVPD basis.

```
! RIJCOSX wB97M-V def2-TZVPD def2/J DEFGRID3
* xyz 1 1
V -0.25832 0.38652 0.05042
Cl 5.66954 -0.19523 3.56538
C 4.01528 -0.10556 3.08219
C 3.03507 -0.02465 4.02720
C 1.67127 0.04480 3.66618
I 0.24152 0.21942 5.16121
C 1.30681 0.02027 2.34540
O 0.07042 0.07230 1.86251
C 2.33189 -0.02464 1.36994
N 1.87924 0.03436 0.08990
C 2.75715 0.02251 -0.89172
C 4.13527 -0.07063 -0.65481
C 4.60601 -0.12934 0.62889
C 3.69091 -0.09782 1.70088
H 3.30900 -0.00998 5.07301
H 2.37331 0.10970 -1.89927
H 4.80941 -0.07625 -1.49901
H 5.66658 -0.18732 0.83213
S 1.80460 3.06840 -3.02376
Sb -0.23729 2.69610 -2.25232
S -0.31507 0.14121 -2.08060
S 0.00792 2.49089 0.24655
S -2.28863 3.41705 -2.64804
N -0.38955 -3.21209 -2.39278
C -0.99434 -2.90403 -1.24809
N -2.32118 -3.00350 -1.19242
S -0.08939 -2.38486 0.10241
H -0.89331 -3.48511 -3.22107
H 0.61201 -3.14054 -2.43680
H -2.87637 -3.34999 -1.95777
H -2.78254 -2.75141 -0.33616
C -5.52788 -1.55132 2.95000
C -4.63046 -2.70756 3.38437
C -3.25995 -2.30004 3.92359
C -2.39158 -1.51768 2.94662
N -2.75841 -0.10033 2.93292
C -2.83917 0.70870 1.89294
S -2.58463 0.13161 0.25600
N -3.18835 1.97112 2.08391
C -3.48068 2.97390 1.04751
C -4.38137 4.06875 1.60320
C -5.86201 3.70416 1.70332
C -6.18838 2.55063 2.64880
H -6.52310 -1.91409 2.69305
H -5.13376 -1.03683 2.07033
H -5.64328 -0.81450 3.74943
H -4.48484 -3.39103 2.54149
H -5.14046 -3.28863 4.15505
H -2.70864 -3.19894 4.20514
H -3.37416 -1.72171 4.84876
H -2.49312 -1.89808 1.93310
H -1.33794 -1.59785 3.21177
H -2.92767 0.30320 3.84477
H -3.35037 2.27256 3.03528
H -3.95554 2.47940 0.20133
H -2.54288 3.39771 0.68951
H -4.27500 4.93195 0.94458
H -4.00162 4.39342 2.58038
H -6.23379 3.47009 0.70189
H -6.40533 4.59367 2.02814
H -5.78804 1.59949 2.29147
H -7.26698 2.42891 2.74649
H -5.79206 2.73624 3.65235
*
```

Kohn-Sham gap (alpha / beta): 6.065 / 6.066 eV
Energy above the lowest of the compared OMol25 structures with the same formula, charge and spin: 4.8 kcal per mole



Record 6
Below is an isolated molecule of C7H10 in a non-equilibrium geometry, with properties calculated with the ωB97M-V functional and the def2-TZVPD basis.

```
! RIJCOSX wB97M-V def2-TZVPD def2/J DEFGRID3
* xyz 0 1
C -1.25567 -0.64748 0.96964
C -1.88679 0.15047 -0.14113
C -0.39914 0.08093 -0.03161
C 0.47007 1.25042 0.44138
C 1.87606 0.71597 0.24270
C 1.83316 -0.26887 -0.67576
C 0.45316 -0.69328 -1.04755
H -1.31328 -1.73258 0.92018
H -1.31697 -0.24309 1.97895
H -2.37351 1.08850 0.11199
H -2.36085 -0.39800 -0.95152
H 0.31671 2.12595 -0.20952
H 0.24646 1.58155 1.46054
H 2.37790 -0.00431 0.90528
H 2.74269 -0.79863 -0.95167
H 0.24460 -0.42436 -2.08191
H 0.34541 -1.78320 -0.94001
*
```

Kohn-Sham gap: 9.619 eV
Energy above the lowest of the compared OMol25 structures with the same formula, charge and spin: 73.0 kcal per mole
Structure (SMILES): C1=CCC2(C1)CC2



Record 7
Below is C16H13BaNO4S as an isolated structure in a non-equilibrium geometry, with properties calculated with the ωB97M-V functional and the def2-TZVPD basis.

```
! RIJCOSX wB97M-V def2-TZVPD def2/J DEFGRID3
* xyz 2 1
Ba 1.40292 -1.59519 -2.17858
O -0.52416 -4.64401 -1.80584
C 0.26355 -3.86462 -2.13905
C 3.25384 -0.13841 -3.03651
O 3.86832 0.83173 -3.13256
C 0.30257 -1.27523 -4.39608
O -0.45406 -0.84329 -5.12068
C 3.28271 -2.80130 -0.85191
O 3.85171 -3.03591 0.10651
H 2.50978 -3.35972 -3.77841
H 2.94682 -2.81408 -3.90991
N 0.80071 -0.84793 -0.16248
S -0.57531 -0.04153 -0.28840
C -1.52138 -0.45507 1.15309
C -2.91928 -0.55581 1.00049
C -3.69553 -0.84941 2.12011
C -3.10026 -1.04122 3.35312
C -1.71997 -0.94136 3.49041
C -0.93421 -0.64872 2.37930
C -0.01862 1.62879 0.01511
C 0.87086 1.88164 1.02815
C 1.27944 3.18794 1.29329
C 0.79236 4.23009 0.50997
C -0.08845 3.97449 -0.52476
C -0.50530 2.67176 -0.79271
H 0.89712 -1.33236 0.72585
H -3.37117 -0.40041 0.00991
H -4.78927 -0.92649 1.99964
H -3.72407 -1.27711 4.23761
H -1.24268 -1.09181 4.46850
H 0.17126 -0.56776 2.51170
H 1.27427 1.04944 1.64857
H 1.97981 3.38394 2.11738
H 1.11675 5.26831 0.71799
H -0.47549 4.79698 -1.15482
H -1.20559 2.44360 -1.61405
*
```

Kohn-Sham gap: 6.978 eV
Energy above the lowest of the compared OMol25 structures with the same formula, charge and spin: 72.4 kcal per mole



Record 8
Below is a 2-piece molecular cluster, C2H2NO3S2 overall in a non-equilibrium geometry, with properties calculated with the ωB97M-V functional and the def2-TZVPD basis.

```
! RIJCOSX wB97M-V def2-TZVPD def2/J DEFGRID3
* xyz -1 1
C 2.14473 -0.78220 0.45143
C -1.27656 0.02372 0.06009
N -0.03497 0.50645 0.19329
O -2.08291 0.08850 -0.88200
O 1.82905 -1.75596 1.04534
O -1.64566 -0.68025 1.19792
S 2.86161 0.35399 -0.34894
S 0.29763 1.86724 -0.69245
H -2.57677 -1.01636 1.08600
H 0.48385 1.39487 -2.11068
*
```

Kohn-Sham gap: 7.030 eV
Energy above the lowest of the compared OMol25 structures with the same formula, charge and spin: 10.6 kcal per mole



Record 9
Below is C25H41F5P2Zr as an isolated structure in a non-equilibrium geometry, with properties calculated with the ωB97M-V functional and the def2-TZVPD basis.

```
! RIJCOSX wB97M-V def2-TZVPD def2/J DEFGRID3
* xyz 2 1
Zr -0.08004 0.30200 -0.24835
C -0.96213 -1.68371 0.74196
C 0.37072 -1.97001 0.24616
C 0.55391 -0.41863 1.98246
C -0.83720 -0.74865 1.82916
C 1.30304 -1.15883 1.00326
C -2.22379 -2.38770 0.37232
H -2.19444 -2.78995 -0.64562
H -3.09184 -1.72020 0.44712
H -2.40917 -3.22889 1.05617
C -1.90704 -0.37278 2.78482
H -2.88022 -0.72421 2.43473
H -1.95310 0.71364 2.90627
H -1.72707 -0.79565 3.78309
C 1.12278 0.38336 3.09499
H 0.99802 -0.12337 4.06052
H 0.61423 1.35005 3.16690
H 2.19044 0.56262 2.93546
C 2.78946 -1.25427 0.97010
H 3.13521 -1.97036 1.72826
H 3.26149 -0.29152 1.20237
H 3.16055 -1.59035 -0.00267
C 0.74880 -3.10760 -0.64541
H 0.95556 -4.01637 -0.05751
H 1.65916 -2.88050 -1.21934
H -0.05976 -3.35068 -1.34675
C -1.63180 1.48527 -5.91611
C -1.80898 0.16330 -6.07634
C -1.05439 -0.67872 -7.06642
C 0.42576 -0.30543 -7.29532
C 1.14749 0.14634 -6.07598
C 1.36653 1.43730 -5.75308
C 0.63734 2.59728 -6.36869
C -0.81897 2.34822 -6.81798
H -1.55107 -0.66004 -8.04796
H 0.51985 0.43468 -8.09862
H -1.10834 -1.72298 -6.72650
H -0.84853 1.95484 -7.84374
H -2.24423 2.05583 -5.21964
H -2.69472 -0.32005 -5.64184
H -1.31904 3.33158 -6.84084
H 0.64239 3.42908 -5.64535
H 2.18130 1.73429 -5.07977
H 1.19080 2.96310 -7.24639
H 0.93056 -1.21878 -7.64352
H 1.58408 -0.68711 -5.51406
P -1.52868 0.42525 -2.36617
C -2.96542 1.41187 -2.74891
C -1.55625 -1.21440 -3.17360
P 1.51186 0.97321 -2.16311
C -0.04827 1.21336 -3.18688
C 2.47877 -0.30135 -3.02378
C 2.54661 2.43738 -2.24008
H -3.05556 2.20479 -1.98931
H -3.85849 0.77333 -2.72084
H -2.87210 1.87656 -3.73298
H -1.36194 -1.13481 -4.25527
H -2.55534 -1.64632 -3.02169
H -0.81183 -1.90086 -2.73508
H 2.53038 2.88069 -3.24223
H 3.56827 2.13116 -1.97528
H 2.19256 3.16961 -1.49998
H -0.22797 2.27771 -3.38581
H 0.01144 0.70287 -4.14956
H 3.48932 -0.31585 -2.58916
H 2.55828 -0.05243 -4.08639
H 2.03554 -1.30328 -2.91344
F 0.95106 2.96698 0.91340
C -0.27353 2.59975 0.34058
F -0.42089 3.37605 -0.82819
C -1.38242 3.05184 1.29135
F -2.59375 2.48021 0.98496
F -1.06543 2.72291 2.58177
F -1.54925 4.38945 1.25540
*
```

Kohn-Sham gap: 6.438 eV
Energy above the lowest of the compared OMol25 structures with the same formula, charge and spin: 0.0 kcal per mole



Record 10
Below is a 5-piece molecular cluster, C2H13NO4 overall in a non-equilibrium geometry, with properties calculated with the ωB97M-V functional and the def2-TZVPD basis.

```
! RIJCOSX wB97M-V def2-TZVPD def2/J DEFGRID3
* xyz 0 1
C -0.13227 -1.34069 -1.29818
C -0.91526 0.79645 -1.47584
N -1.29087 -0.39464 -1.17858
H 0.38602 -1.31935 -2.27252
H 0.62941 -0.99627 -0.56862
H -0.47461 -2.32039 -0.96931
H -1.65403 1.55590 -1.70759
H 0.17074 1.11176 -1.48976
H 2.33198 1.94457 1.91558
H 1.25135 0.79519 2.01260
O 2.13835 1.03488 1.58307
H -1.16299 -0.49156 2.17855
H 0.10792 -0.94045 3.05842
O -0.16493 -0.40490 2.30519
H 3.30182 0.65092 -1.85369
H 2.36819 1.39815 -0.88284
O 2.42371 1.09591 -1.78364
H -2.14897 -1.03584 0.23574
H -3.52237 -0.87306 0.51309
O -2.68003 -0.90734 0.98595
*
```

Kohn-Sham gap: 10.567 eV
Energy above the lowest of the compared OMol25 structures with the same formula, charge and spin: 35.9 kcal per mole
Structure (SMILES): C=NC.O.O.O.O



Record 11
Below is an isolated molecule of C4H8OS in a non-equilibrium geometry, with properties calculated with the ωB97M-V functional and the def2-TZVPD basis.

```
! RIJCOSX wB97M-V def2-TZVPD def2/J DEFGRID3
* xyz 0 1
C 0.24118 1.52804 -0.26406
C 0.63402 0.06321 -0.15654
C -0.45009 -0.93007 -0.30558
C -1.83975 -0.37536 -0.46942
H -0.54565 1.73342 0.48235
H 1.08275 2.24123 -0.01598
H -0.23895 1.75444 -1.14581
H -0.35781 -1.56208 0.58155
H -0.22301 -1.61006 -1.11955
H -2.52740 -1.12384 -0.78052
H -1.97550 0.42967 -1.12948
H -2.11963 -0.26457 1.45532
O -2.37786 0.17974 0.69583
S 2.15100 -0.29694 0.20494
*
```

Kohn-Sham gap: 8.612 eV
Energy above the lowest of the compared OMol25 structures with the same formula, charge and spin: 28.3 kcal per mole
Structure (SMILES): CC(=S)CCO



Record 12
Below is C4H7BrN2 as an isolated structure in a non-equilibrium geometry, with properties calculated with the ωB97M-V functional and the def2-TZVPD basis.

```
! RIJCOSX wB97M-V def2-TZVPD def2/J DEFGRID3
* xyz 0 3
C 0.32771 -1.08022 -0.69807
C -0.21990 1.34656 -0.50622
C -0.68973 -0.22887 1.44831
C 0.24964 0.05237 0.29607
N 1.56567 -1.89375 -0.83910
N 2.05643 -1.03077 -1.46579
Br -0.91085 -1.25588 -2.07233
H -1.27992 1.12381 -0.80752
H 0.54411 1.46322 -1.27246
H -0.19328 2.18005 0.29795
H -0.67018 0.76176 2.05905
H -0.41428 -1.20090 1.98841
H -1.66958 -0.52989 1.02159
H 1.30417 0.29249 0.55010
*
```

Kohn-Sham gap (alpha / beta): 7.420 / 9.985 eV
⟨S²⟩: 2.012
Energy above the lowest of the compared OMol25 structures with the same formula, charge and spin: 15.4 kcal per mole